1.
The following is a quantum chemistry calculation of 2 unconnected molecules or ions with the total composition C5H14OS in a non-equilibrium geometry, from the OMol25 dataset.

Cartesian coordinates (Å):
C (-0.5148, -2.2217, -1.1120)
C (-1.2099, -0.8667, -0.9849)
C (-0.3278, 0.3596, -0.8085)
C (0.4570, 0.3267, 0.5563)
S (-0.4757, 0.3170, 2.0544)
C (-1.8034, 1.5887, 1.8310)
H (0.1427, -2.1349, -2.0023)
H (-0.2002, -2.7651, -0.2337)
H (-1.1634, -2.9082, -1.6526)
H (-2.0398, -0.9518, -0.2676)
H (-1.7742, -0.7083, -1.9218)
H (-0.7555, 1.3473, -1.0077)
H (0.4247, 0.5270, -1.6242)
H (1.0921, -0.5474, 0.5139)
H (1.2146, 1.1267, 0.5922)
H (-2.4656, 1.6836, 2.6926)
H (-2.3252, 1.4178, 0.8858)
H (-1.2048, 2.5277, 1.8562)
O (4.5487, 0.7070, -0.1047)
H (4.1060, -0.1229, 0.1129)
H (4.2744, 1.2980, 0.6246)

Output
* frontier orbital gap: 0.3330 hartree
* calculated total energy: -18293.8434 eV
* relative energy (zero: lowest compared OMol25 entry of this formula, charge and spin): 20.95 kcal/mol
* SMILES: CCCCSC.O

---

2.
The following is a quantum chemistry calculation of 2 unconnected molecules or ions with the total composition C5H14OS2 in a non-equilibrium geometry, from the OMol25 dataset.

Cartesian coordinates (Å):
C (-2.7646, -2.4198, -1.0147)
C (-2.4721, -1.2681, -0.0894)
C (-1.0841, -1.2570, 0.6122)
S (-0.7156, 0.5282, 1.2637)
S (0.9416, -0.0997, 2.5616)
C (2.1414, 0.7901, 1.4194)
C (3.5518, 0.5765, 1.9724)
H (-2.4086, -2.2621, -2.0397)
H (-2.1130, -3.1802, -0.5023)
H (-3.8589, -2.6108, -1.2120)
H (-2.4327, -0.2241, -0.5648)
H (-3.2557, -1.3697, 0.6411)
H (-0.0967, -1.3576, -0.0552)
H (-0.9020, -1.9074, 1.5960)
H (1.8725, 1.8240, 1.5473)
H (2.0521, 0.5294, 0.3560)
H (3.4643, 0.5539, 3.1273)
H (3.8883, -0.4002, 1.6576)
H (4.2161, 1.3823, 1.6568)
O (-0.2724, 3.7533, -4.1269)
H (-0.4607, 4.4223, -4.8768)
H (0.7088, 3.9967, -3.9300)

Output
* frontier orbital gap: 0.3277 hartree
* calculated total energy: -29128.3646 eV
* relative energy (zero: lowest compared OMol25 entry of this formula, charge and spin): 46.81 kcal/mol
* SMILES: CCCSSCC.O

---

3.
The following is a quantum chemistry calculation of 2 unconnected molecules or ions with the total composition C5H14OSi2 in a non-equilibrium geometry, from the OMol25 dataset.

Cartesian coordinates (Å):
C (-2.8448, -2.2161, -0.2820)
C (-2.0877, -1.0880, -0.9381)
Si (-1.8575, 0.4311, -0.0188)
O (-2.5510, 0.6608, 1.4510)
Si (-0.9355, 2.4798, -0.2008)
H (-3.6736, -1.9081, 0.2077)
H (-2.3693, -2.8913, 0.3875)
H (-3.1837, -2.8493, -0.9758)
H (-1.4249, -1.5972, -1.6744)
H (-3.0739, 0.0610, 1.8219)
H (0.2585, 2.0305, -0.9141)
H (-1.5974, 3.3471, -1.0772)
H (-0.4525, 3.3982, 1.0740)
C (1.9979, -0.4955, 1.4893)
C (2.9302, -0.2962, 0.5583)
C (2.6986, 0.5482, -0.7141)
H (1.0750, -0.1374, 1.4543)
H (2.1928, -1.0855, 2.2937)
H (3.8114, -0.8981, 0.5575)
H (3.6966, 0.9160, -0.9300)
H (2.4790, -0.0621, -1.4894)
H (1.8583, 1.3667, -0.6304)

Output
* frontier orbital gap: 0.2992 hartree
* calculated total energy: -23210.5237 eV
* relative energy (zero: lowest compared OMol25 entry of this formula, charge and spin): 105.91 kcal/mol
* SMILES: C/C=[Si](\O)[SiH3].C=CC

---

4.
The following is a quantum chemistry calculation of 2 unconnected molecules or ions with the total composition C5H14S in a non-equilibrium geometry, from the OMol25 dataset.

Cartesian coordinates (Å):
C (-0.4770, 0.9981, 1.8658)
C (0.9844, 0.9552, 2.1995)
S (2.1866, 0.7071, 0.8833)
C (2.3636, 2.3473, 0.0758)
H (-1.0675, 1.3284, 2.7300)
H (-0.9110, 0.0205, 1.6197)
H (-0.8337, 1.6224, 1.0385)
H (1.2758, 1.7211, 2.8878)
H (1.1256, -0.0217, 2.6913)
H (2.0290, 3.1414, 0.7333)
H (3.4380, 2.4100, -0.1129)
H (1.7590, 2.5386, -0.8220)
C (-1.1869, -1.4798, -2.0343)
C (-1.6994, -2.9354, -1.9462)
H (-1.7308, -0.8915, -2.7828)
H (-1.5855, -0.9535, -1.1635)
H (-0.1057, -1.5790, -2.0914)
H (-1.3044, -3.4942, -1.0889)
H (-2.7985, -2.8806, -1.8639)
H (-1.4615, -3.5544, -2.8193)

Output
* frontier orbital gap: 0.3475 hartree
* calculated total energy: -16246.5577 eV
* relative energy (zero: lowest compared OMol25 entry of this formula, charge and spin): 17.14 kcal/mol
* SMILES: CCSC.CC

---

5.
The following is a quantum chemistry calculation of 2 unconnected molecules or ions with the total composition C5H14S in a non-equilibrium geometry, from the OMol25 dataset.

Cartesian coordinates (Å):
C (-2.0978, -0.2411, -0.0158)
C (-1.6380, -0.0163, 1.4469)
C (-2.1248, -1.0572, 2.4583)
H (-1.6888, -1.1470, -0.4568)
H (-3.1802, -0.2666, -0.1221)
H (-1.7644, 0.6807, -0.4914)
H (-1.9095, 0.9949, 1.7551)
H (-0.5733, -0.0523, 1.3644)
H (-2.1036, -2.0376, 1.9862)
H (-3.0681, -0.8374, 2.9559)
H (-1.4061, -1.0444, 3.2733)
C (1.6293, 0.1936, -2.7124)
S (2.9975, -0.4403, -1.6906)
C (3.1323, 0.8943, -0.4681)
H (2.0065, 0.9780, -3.3603)
H (1.1885, -0.6397, -3.2327)
H (0.9364, 0.7329, -2.0694)
H (3.9167, 0.4745, 0.1700)
H (2.2315, 1.0220, 0.1224)
H (3.5159, 1.8090, -0.9128)

Output
* frontier orbital gap: 0.3474 hartree
* calculated total energy: -16246.8162 eV
* relative energy (zero: lowest compared OMol25 entry of this formula, charge and spin): 11.18 kcal/mol
* SMILES: CCC.CSC

---

6.
The following is a quantum chemistry calculation of 2 unconnected molecules or ions with the total composition C5H14S in a non-equilibrium geometry, from the OMol25 dataset.

Cartesian coordinates (Å):
C (0.0650, -2.0980, 0.5029)
C (-0.5251, -0.8532, 1.1593)
S (0.6894, 0.3993, 1.7102)
C (1.4325, -0.7566, 2.9207)
H (0.8252, -1.8967, -0.2516)
H (-0.7004, -2.8034, 0.1722)
H (0.5669, -2.6580, 1.3145)
H (-1.0528, -0.2758, 0.3783)
H (-1.2901, -1.1956, 1.8656)
H (1.9669, -0.1258, 3.6800)
H (0.6493, -1.4226, 3.2824)
H (2.3003, -1.4280, 2.7215)
C (-1.3162, 2.0383, -2.3130)
C (0.0935, 1.6451, -2.6016)
H (-2.2498, 1.4681, -2.2342)
H (-1.1123, 2.4410, -1.2486)
H (-1.7087, 2.9490, -2.8125)
H (0.6722, 1.1637, -1.7630)
H (0.6276, 2.5018, -2.9859)
H (0.0667, 0.9075, -3.4972)

Output
* frontier orbital gap: 0.3540 hartree
* calculated total energy: -16245.8990 eV
* relative energy (zero: lowest compared OMol25 entry of this formula, charge and spin): 32.33 kcal/mol
* SMILES: CCSC.CC

---

7.
The following is a quantum chemistry calculation of 2 unconnected molecules or ions with the total composition C5H14S in a non-equilibrium geometry, from the OMol25 dataset.

Cartesian coordinates (Å):
C (-1.7992, 2.4990, 0.6145)
C (-1.4226, 1.0326, 0.5772)
S (-1.7052, 0.1991, -1.0148)
C (-0.2896, 0.8615, -1.9348)
H (-2.0110, 2.8821, -0.3841)
H (-1.0076, 3.1507, 0.9963)
H (-2.6325, 2.7766, 1.2545)
H (-0.3889, 0.9106, 0.7891)
H (-1.9177, 0.3825, 1.2999)
H (0.4868, 0.1040, -2.0888)
H (-0.6242, 1.1260, -2.9380)
H (0.1788, 1.6778, -1.4013)
C (2.3919, -2.1924, 0.3947)
C (0.8889, -2.2381, 0.6355)
H (2.7647, -2.5745, -0.5501)
H (2.7948, -1.1929, 0.5217)
H (2.8982, -2.7836, 1.1672)
H (0.2676, -2.1664, -0.2529)
H (0.5839, -1.3403, 1.1753)
H (0.5431, -3.1142, 1.1390)

Output
* frontier orbital gap: 0.3475 hartree
* calculated total energy: -16246.7771 eV
* relative energy (zero: lowest compared OMol25 entry of this formula, charge and spin): 12.08 kcal/mol
* SMILES: CCSC.CC

---

8.
The following is a quantum chemistry calculation of 2 unconnected molecules or ions with the total composition C5H14SSi in a non-equilibrium geometry, from the OMol25 dataset.

Cartesian coordinates (Å):
C (-0.4715, -1.2315, -1.3986)
Si (-0.6224, -1.1720, 0.3693)
C (-1.1122, -2.6029, 1.5197)
C (-0.4465, 0.6339, 0.9883)
C (-1.7966, 1.2867, 0.8158)
C (0.7462, 1.3051, 0.5204)
H (0.1068, -0.4785, -1.7950)
H (-0.8143, -2.0995, -2.0377)
H (-0.6858, -3.5228, 1.1562)
H (-0.8142, -2.4232, 2.4769)
H (-2.1705, -2.9011, 1.5400)
H (-0.2437, 0.5736, 2.1380)
H (-1.9861, 2.0531, 1.4702)
H (-1.7177, 1.6031, -0.1266)
H (-2.5955, 0.5502, 0.8981)
H (1.5755, 0.5100, 0.7603)
H (0.9405, 2.3318, 0.8857)
H (0.8169, 1.3431, -0.5874)
S (4.1835, 0.2549, -0.9771)
H (3.6560, 1.2383, -0.2879)
H (3.5821, 0.6619, -2.1066)

Output
* frontier orbital gap: 0.3082 hartree
* calculated total energy: -24122.0823 eV
* relative energy (zero: lowest compared OMol25 entry of this formula, charge and spin): 80.41 kcal/mol
* SMILES: C=[Si](C)C(C)C.S

---

9.
The following is a quantum chemistry calculation of a molecular structure, C5H15BBrCsIO2P in a non-equilibrium geometry, from the OMol25 dataset.

Cartesian coordinates (Å):
C (-3.0361, -2.3023, 1.5282)
O (-2.0842, -1.6012, 2.3075)
C (-1.6019, -0.3895, 1.7590)
C (-0.1114, -0.4948, 1.4532)
C (0.4588, 0.6581, 0.6483)
P (0.2937, 0.8764, -1.2192)
Br (-2.0174, 2.3655, -0.5833)
I (-1.2776, -1.3023, -1.6868)
B (1.9709, 0.0262, -1.8320)
C (3.3655, 0.6447, -1.4093)
O (1.9275, -1.0429, -2.6595)
H (-3.6118, -1.6196, 0.8964)
H (-3.7125, -2.8135, 2.2146)
H (-2.5512, -3.0373, 0.8785)
H (-1.7528, 0.3931, 2.5140)
H (-2.1704, -0.1028, 0.8727)
H (0.4129, -0.4548, 2.4169)
H (0.1277, -1.4746, 1.0345)
H (1.5511, 0.6824, 0.7292)
H (0.0962, 1.5964, 1.0723)
H (-0.2064, 1.2673, -2.4632)
H (0.9984, 2.1387, -1.0620)
H (4.1767, 0.3443, -2.0798)
H (3.6434, 0.3157, -0.4011)
H (3.3384, 1.7361, -1.3802)
H (2.7940, -1.3999, -2.8697)
Cs (-1.0216, 4.9905, -0.6793)

Output
* frontier orbital gap: 0.2458 hartree
* calculated total energy: -98179.8417 eV
* relative energy (zero: lowest compared OMol25 entry of this formula, charge and spin): 0.00 kcal/mol

---

10.
The following is a quantum chemistry calculation of 2 unconnected molecules or ions with the total composition C5H15ClN3 in a non-equilibrium geometry, from the OMol25 dataset.

Cartesian coordinates (Å):
C (-3.1121, 0.1377, 0.7114)
C (2.1724, 0.0387, -1.8966)
C (1.2300, -1.3702, 1.4814)
C (-0.6508, -0.2884, 0.4933)
C (-0.1247, 0.7147, -1.2651)
N (-1.7292, 0.4131, 0.9891)
N (1.3448, 0.9077, -1.0848)
N (0.6548, -0.0643, 1.1847)
Cl (-0.9591, 2.2798, -1.2771)
H (-3.5085, -0.8267, 1.1277)
H (-3.8057, 0.8100, 1.2637)
H (-3.5354, 0.1806, -0.3302)
H (2.8933, -0.2640, -1.1746)
H (1.5801, -0.8737, -2.2434)
H (2.5056, 0.3614, -2.8210)
H (0.6988, -1.9026, 2.2306)
H (1.1431, -2.0338, 0.5631)
H (2.3283, -1.2675, 1.7871)
H (-0.8043, -1.3326, 0.1538)
H (-0.2854, 0.0685, -2.0922)
H (-1.4663, 1.3426, 1.0897)
H (1.6579, 1.9145, -1.2247)
H (1.1731, 0.3988, 0.3015)
H (0.5993, 0.6556, 2.0327)

Output
* frontier orbital gap: 0.3506 hartree
* total charge: +1
* calculated total energy: -22411.8672 eV
* relative energy (zero: lowest compared OMol25 entry of this formula, charge and spin): 49.44 kcal/mol